Molecular formula: C29H24CrNO3
Method: DFT, wB97M-V/def2-TZVPD

Summary:
2S+1: 4
Maximum force (eV/Å): 7.0
Highest occupied orbital energy (alpha / beta) (eV): -12.572 / -14.275
Molecular weight (g/mol): 486.51
Kohn-Sham gap (alpha / beta) (eV): 5.030 / 5.229
Charge: +2
Total energy (eV): -66495.0806
ΔE to the lowest compared entry with this formula, charge and spin (eV): 0.000
Lowest unoccupied orbital energy (alpha / beta) (eV): -7.5 / -9.0

Geometry (Å):
1 C 5.1161 2.8300 -1.4614
2 C 4.6386 1.4110 -1.1761
3 C 5.0239 0.5601 -2.3806
4 C 5.4511 0.9023 0.0092
5 N 3.2201 1.3590 -0.9194
6 C 2.0480 1.2772 -0.7315
7 H 4.9392 3.4756 -0.5975
8 H 6.1969 2.7951 -1.6539
9 H 4.6192 3.2325 -2.3475
10 H 4.7702 -0.4886 -2.2065
11 H 4.5298 0.9285 -3.2832
12 H 6.1099 0.6360 -2.5230
13 H 5.2035 -0.1394 0.2281
14 H 6.5154 0.9582 -0.2558
15 H 5.2808 1.5287 0.8885
16 O -5.5514 -3.7538 2.5793
17 C -4.4040 -3.7392 2.3752
18 Cr -2.6555 -3.6891 1.5925
19 C -3.4589 -2.3810 0.5129
20 O -4.0637 -1.6618 -0.1745
21 C -3.4549 -4.8845 0.3357
22 O -4.1477 -5.4496 -0.4127
23 C -1.3952 -4.9298 2.8554
24 C -1.7386 -3.7550 3.5435
25 C -1.5364 -2.4970 2.9541
26 C -0.8109 -2.3905 1.7357
27 C -0.4847 -1.1463 1.0799
28 C -0.4711 -0.1055 0.4304
29 C -0.7308 1.1123 -0.2247
30 C -1.1533 1.0080 -1.6258
31 C -0.9994 -0.2502 -2.2918
32 C -1.4668 -0.4535 -3.5952
33 C -2.1139 0.5711 -4.2895
34 C -2.3276 1.7869 -3.6420
35 C -1.8267 2.0090 -2.3620
36 C -0.8717 2.2806 0.6503
37 C -0.4051 2.1782 2.0006
38 C -0.5167 3.2432 2.8968
39 C -1.1041 4.4503 2.5074
40 C -1.6603 4.5368 1.2281
41 C -1.5690 3.4715 0.3414
42 C -0.6287 -3.5786 0.9913
43 C -0.8099 -4.8312 1.5841
44 H -1.5921 -5.9133 3.2915
45 H -2.2084 -3.8237 4.5294
46 H -1.8929 -1.5875 3.4610
47 H -0.5010 -1.0638 -1.7502
48 H -1.3404 -1.4286 -4.0654
49 H -2.5105 0.4059 -5.2958
50 H -2.8936 2.5734 -4.1266
51 H -1.9613 2.9987 -1.9445
52 H 0.0439 1.2303 2.3198
53 H -0.1540 3.1223 3.9172
54 H -1.2025 5.2810 3.2085
55 H -2.1938 5.4318 0.9226
56 H -2.0842 3.5723 -0.6076
57 H -0.2740 -3.4885 -0.0460
58 H -0.5407 -5.7277 1.0202

---

Molecular formula: C29H24F5N3O2
Method: DFT, wB97M-V/def2-TZVPD

Summary:
Maximum force (eV/Å): 2.2
Highest occupied orbital energy (eV): -6.267
Molecular weight (g/mol): 541.52
Kohn-Sham gap (eV): 3.856
Charge: 0
Total energy (eV): -52612.4189
Lowest unoccupied orbital energy (eV): -2.4

Geometry (Å):
1 O 2.2898 -0.2064 2.8758
2 C 1.0540 -0.3702 2.6687
3 C 0.4730 -1.7049 2.5644
4 C -0.8840 -1.8995 2.4867
5 C -1.7696 -0.8051 2.4814
6 C -3.1900 -1.0025 2.4653
7 N -4.3538 -1.1434 2.4590
8 C -1.2502 0.4995 2.4952
9 C 0.1039 0.7253 2.5621
10 H 1.1711 -2.5417 2.5990
11 H -1.2835 -2.9156 2.4312
12 H -1.9431 1.3438 2.4520
13 H 0.5038 1.7381 2.5747
14 C 10.0149 3.7892 0.1080
15 N 8.8406 2.9487 0.1739
16 C 8.4840 2.1480 -0.8736
17 O 9.0361 2.1013 -1.9697
18 C 7.2352 1.3688 -0.4354
19 C 7.5099 -0.1225 -0.2718
20 C 7.9677 -0.7168 -1.5668
21 C 9.3190 -0.9559 -1.8250
22 F 10.2320 -0.6956 -0.8536
23 C 9.7685 -1.3992 -3.0639
24 F 11.0836 -1.5813 -3.2921
25 C 8.8411 -1.6459 -4.0793
26 F 9.2592 -2.0767 -5.2849
27 C 7.4804 -1.4580 -3.8367
28 F 6.5812 -1.7180 -4.8067
29 C 7.0649 -0.9959 -2.5909
30 F 5.7371 -0.7716 -2.3861
31 N 6.8652 2.0405 0.8141
32 C 5.7614 1.6706 1.4906
33 C 5.3540 2.2111 2.7069
34 C 4.2048 1.8405 3.3924
35 C 3.7923 2.4326 4.6348
36 C 2.5945 2.0267 5.2872
37 C 2.1652 2.6214 6.4683
38 C 2.9293 3.6365 7.0670
39 C 4.1211 4.0481 6.4577
40 C 4.5490 3.4663 5.2674
41 C 7.8759 3.0179 1.2712
42 C 8.5534 2.5848 2.5758
43 C 7.3207 4.4460 1.3858
44 H 10.5779 3.5503 -0.7975
45 H 9.7328 4.8492 0.0826
46 H 10.6555 3.6296 0.9837
47 H 6.4493 1.5048 -1.2015
48 H 8.2885 -0.2654 0.4925
49 H 6.5816 -0.6039 0.0586
50 H 5.1572 0.8869 1.0170
51 H 5.9890 2.9743 3.1579
52 H 3.5755 1.0713 2.9539
53 H 2.0139 1.2260 4.8226
54 H 1.2318 2.2970 6.9311
55 H 2.6011 4.1030 7.9953
56 H 4.7279 4.8347 6.9084
57 H 5.4760 3.8137 4.8084
58 H 9.1131 1.6558 2.4027
59 H 9.2531 3.3660 2.8977
60 H 7.8205 2.4159 3.3672
61 H 7.0673 4.8218 0.3865
62 H 6.4271 4.4756 2.0106
63 H 8.0836 5.1017 1.8244

---

Molecular formula: C29H24IMnN2O4STe
Method: DFT, wB97M-V/def2-TZVPD

Summary:
2S+1: 6
Maximum force (eV/Å): 0.7
Highest occupied orbital energy (alpha / beta) (eV): -4.425 / -5.261
Molecular weight (g/mol): 806.03
Kohn-Sham gap (alpha / beta) (eV): 6.399 / 6.500
Charge: -1
Total energy (eV): -99185.5231
ΔE to the lowest compared entry with this formula, charge and spin (eV): 1.618
Lowest unoccupied orbital energy (alpha / beta) (eV): 2.0 / 1.2

Geometry (Å):
1 Mn -0.2593 0.7068 0.5380
2 C -3.2101 -2.7092 -0.2191
3 C -3.7808 -1.3344 -0.3838
4 N -4.9806 -1.1923 -0.9010
5 C -5.4617 0.0503 -1.1107
6 C -4.7862 1.1896 -0.7629
7 C -5.3166 2.5399 -1.1605
8 O -4.6691 3.0474 -2.3242
9 C -3.5239 1.0622 -0.1386
10 C -2.7609 2.2490 0.2038
11 N -1.6102 2.1711 0.7503
12 C -0.6115 3.1741 0.8514
13 C -0.7236 4.5535 0.8635
14 C 0.4628 5.2766 0.9004
15 C 1.6943 4.6240 0.9187
16 C 1.7724 3.2323 0.9025
17 C 0.6044 2.4941 0.8698
18 I 1.4755 -0.7965 1.6791
19 C -2.9639 -0.2239 -0.0063
20 O -1.7467 -0.4810 0.3829
21 H -3.9617 -3.4455 -0.4968
22 H -2.8854 -2.8701 0.8106
23 H -2.3207 -2.8303 -0.8425
24 H -6.4286 0.1154 -1.5981
25 H -5.2221 3.2519 -0.3332
26 H -6.3777 2.4661 -1.4007
27 H -3.7455 2.7324 -2.3456
28 H -3.1570 3.2271 -0.0603
29 H -1.6852 5.0529 0.8437
30 H 0.4299 6.3590 0.9113
31 H 2.6057 5.2100 0.9411
32 H 2.7389 2.7416 0.9164
33 O -1.8242 2.2847 -2.2755
34 C -1.1686 1.2344 -2.3129
35 O -0.1711 0.9630 -1.5717
36 C -1.6400 0.1364 -3.2603
37 C -2.6856 0.4822 -4.1198
38 C -3.2994 -0.4391 -4.9473
39 C -2.8686 -1.7589 -4.9244
40 C -1.8142 -2.1180 -4.1090
41 C -1.1746 -1.1937 -3.2658
42 S 0.1415 -1.8875 -2.3174
43 H -3.0216 1.5096 -4.0959
44 H -4.1125 -0.1345 -5.5941
45 H -3.3448 -2.5055 -5.5487
46 H -1.4527 -3.1383 -4.1053
47 C 4.1677 -0.4204 -3.7272
48 Te 2.3265 -0.3472 -2.5294
49 C 3.2225 -2.1024 -1.6936
50 C 4.1297 -2.6919 -2.7375
51 C 4.5046 -4.0315 -2.7163
52 C 5.3319 -4.5472 -3.7028
53 C 5.7887 -3.7226 -4.7226
54 C 5.4197 -2.3856 -4.7473
55 C 4.5957 -1.8590 -3.7573
56 H 4.8844 0.2022 -3.1850
57 H 4.0229 0.0014 -4.7199
58 H 2.4363 -2.7856 -1.3810
59 H 3.7615 -1.7817 -0.8022
60 H 4.1314 -4.6750 -1.9280
61 H 5.6093 -5.5938 -3.6835
62 H 6.4247 -4.1230 -5.5024
63 H 5.7690 -1.7413 -5.5463

---

Molecular formula: C29H24N6O5SSn
Method: DFT, wB97M-V/def2-TZVPD

Summary:
Maximum force (eV/Å): 0.8
Highest occupied orbital energy (eV): -7.839
Molecular weight (g/mol): 687.33
Kohn-Sham gap (eV): 7.219
Charge: 0
Total energy (eV): -66305.6058
ΔE to the lowest compared entry with this formula, charge and spin (eV): 0.472
Lowest unoccupied orbital energy (eV): -0.6

Geometry (Å):
1 Sn -0.6516 0.1007 -0.6060
2 C 0.7928 0.7469 -4.9171
3 C 2.0034 0.0794 -5.0833
4 C 2.4571 -0.7505 -4.0849
5 C 1.6998 -0.9232 -2.9199
6 N 0.5359 -0.2772 -2.7696
7 C 0.1057 0.5395 -3.7449
8 N 2.2473 -1.7649 -1.9617
9 C 1.6562 -2.2157 -0.9147
10 N 0.3747 -2.0225 -0.4199
11 C 0.2425 -2.7963 0.7168
12 N -0.7557 -3.0149 1.5036
13 C -2.0273 -2.4761 1.3804
14 C -3.0380 -3.0980 2.1264
15 C -4.3166 -2.5925 2.1029
16 C -4.5902 -1.4616 1.3357
17 C -3.5525 -0.9107 0.6192
18 N -2.3042 -1.4023 0.6335
19 C 1.5267 -3.4963 0.9927
20 C 1.8981 -4.3595 2.0042
21 C 3.2030 -4.8421 1.9829
22 C 4.0906 -4.4693 0.9703
23 C 3.6953 -3.6078 -0.0484
24 C 2.3989 -3.1351 -0.0077
25 H 0.3995 1.4147 -5.6698
26 H 2.5873 0.2179 -5.9844
27 H 3.3933 -1.2849 -4.1612
28 H -0.8343 1.0419 -3.5555
29 H -2.7754 -3.9703 2.7086
30 H -5.1009 -3.0678 2.6787
31 H -5.5778 -1.0254 1.2938
32 H -3.7091 -0.0433 -0.0149
33 H 1.1923 -4.6534 2.7718
34 H 3.5356 -5.5222 2.7573
35 H 5.0989 -4.8639 0.9770
36 H 4.3656 -3.3169 -0.8478
37 O -2.7371 1.1750 -1.8840
38 C -2.9469 2.3147 -2.2953
39 C -2.0857 3.4723 -2.2419
40 C -2.5875 4.6148 -2.8789
41 C -1.8774 5.7800 -2.8909
42 C -0.6227 5.8646 -2.2524
43 C -0.1117 4.7766 -1.6167
44 C -0.8007 3.5115 -1.5820
45 O -0.2914 2.5216 -0.9871
46 N -2.4231 6.9461 -3.5743
47 O -1.7723 7.9760 -3.5443
48 O -3.5401 6.8644 -4.0548
49 H -3.9185 2.5127 -2.7845
50 H -3.5546 4.5840 -3.3671
51 H -0.0914 6.8061 -2.2744
52 H 0.8444 4.8190 -1.1120
53 O 0.2290 0.1632 1.7653
54 S -0.0867 -0.2981 3.1735
55 C 0.4928 1.0238 4.2698
56 C 1.9565 0.7335 4.5798
57 C 2.0163 -0.7747 4.8152
58 C 1.2765 -1.4072 3.6401
59 H -0.1298 0.9939 5.1667
60 H 0.3047 1.9498 3.7282
61 H 2.3036 1.3022 5.4418
62 H 2.5758 1.0078 3.7234
63 H 1.5152 -1.0224 5.7546
64 H 3.0369 -1.1508 4.8794
65 H 0.8749 -2.4017 3.8265
66 H 1.8840 -1.4347 2.7323

---

Molecular formula: C29H25BNO5
Method: DFT, wB97M-V/def2-TZVPD

Summary:
Maximum force (eV/Å): 3.0
Highest occupied orbital energy (eV): -10.367
Molecular weight (g/mol): 478.33
Kohn-Sham gap (eV): 4.521
Charge: +1
Total energy (eV): -42878.3706
ΔE to the lowest compared entry with this formula, charge and spin (eV): 0.000
Lowest unoccupied orbital energy (eV): -5.8

Geometry (Å):
1 C -5.2335 0.2922 2.2539
2 C -4.1847 -0.4983 2.8575
3 C -4.1338 -1.6898 3.5402
4 C -2.7514 -1.9413 3.7958
5 C -2.0243 -0.8978 3.2591
6 B -0.5345 -0.6568 2.7436
7 N -0.5445 -0.7735 1.1100
8 C -1.4786 -1.7143 0.4564
9 C -0.6520 0.6442 0.6305
10 C -0.4291 1.5102 1.8517
11 O -0.4318 2.7235 1.8694
12 O -0.2018 0.7438 2.9599
13 C 0.8150 -1.3653 0.9083
14 C 0.9439 -2.2993 2.0836
15 O 1.4165 -3.4122 2.0757
16 O 0.4247 -1.6743 3.1994
17 O -2.9203 -0.0015 2.7187
18 H -6.1753 -0.2580 2.2996
19 H -5.3525 1.2422 2.7888
20 H -5.0167 0.5154 1.2004
21 H -4.9713 -2.3263 3.8088
22 H -2.3401 -2.8056 4.3123
23 H -1.0946 -1.9103 -0.5539
24 H -1.5152 -2.6492 1.0274
25 H -2.4792 -1.2823 0.3698
26 H 0.1035 0.8769 -0.1425
27 H -1.6446 0.8580 0.2054
28 H 0.9086 -1.8730 -0.0580
29 H 1.5750 -0.5788 0.9498
30 C 2.4944 0.7730 2.9613
31 C 2.6583 1.7352 1.8774
32 C 2.8662 1.3546 0.5311
33 C 2.7775 2.2893 -0.4984
34 C 2.6870 3.6548 -0.2173
35 C 2.6878 4.0706 1.1186
36 C 2.6814 3.1322 2.1464
37 C 2.1541 1.1890 4.3117
38 C 2.7280 0.2592 5.2377
39 C 2.7128 0.4940 6.6042
40 C 2.1092 1.6623 7.0718
41 C 1.4850 2.5468 6.1789
42 C 1.4611 2.2912 4.8074
43 C 3.3723 -0.7892 4.4723
44 C 3.2684 -0.4603 3.0714
45 C 3.9403 -1.2815 2.1623
46 C 4.5912 -2.4294 2.6241
47 C 4.6416 -2.7508 3.9870
48 C 4.0408 -1.9097 4.9271
49 H 3.0685 0.3144 0.2682
50 H 2.7760 1.9332 -1.5306
51 H 2.6278 4.3876 -1.0265
52 H 2.6504 5.1304 1.3682
53 H 2.6843 3.4744 3.1811
54 H 3.1945 -0.2217 7.2725
55 H 2.1203 1.8954 8.1359
56 H 1.0311 3.4663 6.5512
57 H 0.8915 2.9281 4.1287
58 H 3.9735 -1.0413 1.1043
59 H 5.0829 -3.0776 1.8972
60 H 5.1506 -3.6576 4.3107
61 H 4.0694 -2.1080 5.9984

---

Molecular formula: C29H25BrCl2N9O4Sn
Method: DFT, wB97M-V/def2-TZVPD

Summary:
Maximum force (eV/Å): 3.6
Highest occupied orbital energy (eV): -10.740
Molecular weight (g/mol): 833.10
Kohn-Sham gap (eV): 8.100
Charge: +1
Total energy (eV): -152992.9726
ΔE to the lowest compared entry with this formula, charge and spin (eV): 0.223
Lowest unoccupied orbital energy (eV): -2.6

Geometry (Å):
1 Sn -0.3011 -0.4659 -0.5889
2 Cl 4.7643 -1.5489 -4.9741
3 C 3.3946 -0.6908 -4.5167
4 C 3.5450 0.3037 -3.5266
5 C 2.3950 1.0312 -3.2238
6 N 1.9359 2.0255 -2.3895
7 C 2.2167 2.4126 -1.1172
8 O 3.3259 2.1987 -0.6237
9 C 1.0617 3.0422 -0.4064
10 C 1.0967 4.3971 -0.0127
11 C 0.0078 4.9542 0.6638
12 C -1.1192 4.1569 0.8933
13 C -1.1057 2.8731 0.3616
14 N -0.0035 2.2946 -0.1631
15 C 1.1577 0.7159 -3.7972
16 C 0.9593 -0.3009 -4.6822
17 C 2.1497 -0.9607 -5.1206
18 Cl 2.0497 -2.1512 -6.3199
19 N 0.3942 1.5798 -2.9784
20 C -0.4624 2.5440 -3.5233
21 O -0.2292 3.7342 -3.5227
22 C -1.8114 1.9887 -3.7693
23 C -2.8008 2.8924 -4.2528
24 C -4.0996 2.4625 -4.3830
25 C -4.4436 1.1756 -3.9634
26 C -3.4167 0.3583 -3.5073
27 N -2.1531 0.7645 -3.4222
28 H 4.5012 0.5723 -3.0804
29 H 1.9757 4.9728 -0.3056
30 H 0.0321 6.0053 0.9970
31 H -2.0058 4.5125 1.4156
32 H -1.9591 2.2259 0.4049
33 H -0.0431 -0.5298 -5.0456
34 H -2.4577 3.8808 -4.5339
35 H -4.8946 3.1001 -4.7713
36 H -5.4297 0.7929 -3.8534
37 H -3.6133 -0.6501 -3.1680
38 C -0.9428 -4.8030 1.6658
39 N 0.3517 -4.1090 1.9050
40 C 1.0927 -4.3365 3.1687
41 C 0.6515 -3.0589 1.1113
42 N -0.1298 -2.6050 0.1411
43 N 1.9289 -2.5577 1.3266
44 C 2.4265 -1.3102 1.0548
45 N 3.7199 -1.1473 1.3900
46 N 1.7104 -0.3514 0.5085
47 H -1.0377 -5.5626 2.4504
48 H -0.9381 -5.3368 0.7190
49 H -1.8199 -4.1326 1.7497
50 H 0.5716 -5.1359 3.7233
51 H 1.1308 -3.4422 3.7961
52 H 2.1367 -4.6647 2.9893
53 H -1.0156 -3.1116 0.2089
54 H 2.5158 -3.2337 1.8382
55 H 4.2302 -1.8511 1.9330
56 H 4.1036 -0.2286 1.3203
57 H 2.2473 0.5304 0.4227
58 Br -0.2882 -0.0974 7.9872
59 C -0.7846 -0.2579 6.1891
60 C -0.0381 0.4419 5.2010
61 C -0.4344 0.3297 3.8567
62 C -1.5139 -0.5508 3.5164
63 C -2.2372 -1.2481 4.4947
64 C -1.8719 -1.1150 5.8319
65 C -1.8117 -0.7407 2.0666
66 O -2.6663 -1.6071 1.7105
67 O -1.1553 0.0740 1.2537
68 H 0.8324 1.0406 5.4966
69 H 0.0342 0.8456 3.0304
70 H -3.1122 -1.7993 4.1175
71 H -2.5002 -1.5371 6.6320